1.
A molecular structure, C56H47Cl3N6O2P2S2Sn. Source: the Open Molecules 2025 dataset; level of theory: ωB97M-V/def2-TZVPD.

Element x y z (Å)
Sn 0.392 -0.244 0.562
N 3.064 -2.747 3.036
C 2.197 -1.872 2.492
S 2.082 -1.981 0.728
N 1.612 -1.028 3.283
N 0.710 -0.163 2.699
C 0.297 0.811 3.439
C -0.559 1.897 3.046
C -0.742 2.915 3.999
C -1.514 4.019 3.725
C -2.122 4.125 2.474
C -1.966 3.142 1.519
C -1.202 2.005 1.789
O -1.158 1.039 0.878
H 3.493 -3.463 2.479
H 3.129 -2.796 4.040
H 0.670 0.817 4.461
H -0.259 2.814 4.964
H -1.650 4.793 4.468
H -2.731 4.992 2.248
H -2.449 3.219 0.554
C -2.011 -4.943 -3.960
C -2.714 -3.585 -3.773
C -3.917 -3.495 -4.721
C -1.709 -2.486 -4.076
C -1.336 -2.181 -5.379
C -0.348 -1.252 -5.669
C 0.294 -0.598 -4.638
C -0.059 -0.871 -3.317
P 0.794 0.079 -2.039
C 0.471 1.796 -2.499
C 1.339 2.516 -3.317
C 0.994 3.796 -3.723
C -0.211 4.354 -3.316
C -1.075 3.635 -2.502
C -0.738 2.356 -2.092
C 2.541 -0.324 -2.257
C 2.865 -1.596 -2.738
C 4.191 -1.978 -2.857
C 5.202 -1.094 -2.503
C 4.884 0.167 -2.019
C 3.560 0.551 -1.881
C -1.048 -1.809 -3.055
O -1.310 -2.029 -1.730
C -2.421 -2.766 -1.387
C -2.739 -2.765 -0.036
C -3.838 -3.497 0.402
C -4.611 -4.191 -0.508
C -4.266 -4.177 -1.850
C -3.160 -3.478 -2.324
P -1.731 -1.892 1.187
C -2.913 -0.875 2.105
C -2.669 -0.486 3.421
C -3.539 0.379 4.068
C -4.645 0.882 3.400
C -4.884 0.511 2.083
C -4.026 -0.363 1.438
C -1.211 -3.276 2.248
C -1.738 -3.547 3.508
C -1.310 -4.662 4.216
C -0.370 -5.521 3.668
C 0.125 -5.281 2.392
C -0.293 -4.166 1.687
H -1.660 -5.051 -4.987
H -2.702 -5.759 -3.744
H -1.154 -5.036 -3.291
H -3.606 -3.598 -5.759
H -4.440 -2.545 -4.609
H -4.622 -4.302 -4.533
H -1.820 -2.693 -6.199
H -0.081 -1.045 -6.696
H 1.067 0.129 -4.857
H 2.276 2.084 -3.644
H 1.662 4.353 -4.366
H -0.480 5.351 -3.639
H -2.014 4.072 -2.189
H -1.411 1.800 -1.448
H 2.084 -2.286 -3.034
H 4.433 -2.960 -3.240
H 6.238 -1.387 -2.608
H 5.671 0.859 -1.748
H 3.326 1.532 -1.490
H -4.087 -3.517 1.456
H -5.473 -4.753 -0.175
H -4.867 -4.747 -2.545
H -1.801 -0.857 3.951
H -3.350 0.661 5.096
H -5.320 1.560 3.904
H -5.747 0.899 1.558
H -4.228 -0.647 0.413
H -2.501 -2.914 3.937
H -1.727 -4.866 5.193
H -0.038 -6.387 4.224
H 0.825 -5.973 1.941
H 0.081 -4.001 0.684
Cl 7.221 -1.427 3.082
C 6.764 -1.130 1.403
Cl 6.616 -2.662 0.525
Cl 7.937 -0.074 0.612
C 5.458 -0.470 1.387
N 4.435 0.045 1.346
N 2.897 2.121 2.717
C 2.393 2.898 1.750
S 1.574 2.259 0.400
N 2.508 4.217 1.936
C 2.008 5.351 1.225
C 1.718 5.376 -0.132
C 1.268 6.561 -0.702
C 1.113 7.710 0.055
C 1.420 7.680 1.408
C 1.867 6.507 1.989
H 3.083 1.154 2.493
H 3.452 2.525 3.455
H 2.932 4.483 2.814
H 1.849 4.506 -0.755
H 1.050 6.579 -1.761
H 0.767 8.625 -0.405
H 1.313 8.569 2.014
H 2.105 6.489 3.047

Cartesian forces, eV/Å:
-0.683 0.103 -0.073
0.045 0.020 0.045
-0.010 0.026 -0.082
0.124 0.055 0.061
-0.042 -0.078 0.016
0.129 0.065 0.006
-0.006 0.019 0.038
-0.042 0.025 -0.080
0.000 0.047 -0.021
0.062 -0.009 0.078
-0.020 0.000 -0.102
-0.043 0.037 0.095
0.021 -0.109 0.141
0.020 0.023 -0.261
-0.025 -0.014 -0.003
-0.006 -0.019 -0.003
-0.008 -0.010 0.005
-0.009 -0.002 0.004
0.004 -0.003 0.002
0.002 -0.002 -0.006
0.003 -0.018 -0.008
-0.010 -0.009 -0.014
-0.017 0.022 -0.030
-0.001 0.014 0.008
0.046 -0.017 0.016
0.010 -0.019 0.002
-0.001 -0.009 -0.008
-0.015 0.046 0.003
-0.010 0.002 -0.020
0.004 0.128 -0.048
0.057 -0.031 0.006
0.014 0.006 -0.014
-0.010 -0.007 0.019
0.011 0.000 -0.004
-0.001 -0.001 -0.001
-0.031 0.013 -0.011
-0.040 -0.080 0.020
0.023 -0.009 -0.005
0.004 0.014 0.016
-0.011 -0.006 0.004
0.001 -0.005 -0.005
0.010 0.032 -0.047
-0.024 0.013 0.005
0.058 -0.067 0.018
-0.008 0.004 -0.011
-0.026 0.098 -0.107
0.000 0.003 0.050
-0.014 -0.001 0.005
0.039 -0.017 -0.019
-0.012 -0.033 0.045
0.109 -0.160 0.168
-0.015 0.026 0.011
0.001 -0.012 0.004
-0.012 0.011 -0.004
0.013 0.004 0.002
0.004 0.001 -0.005
-0.014 -0.007 0.006
0.072 0.009 -0.007
-0.007 0.000 -0.006
-0.002 0.000 0.002
0.004 0.010 -0.004
-0.003 0.002 0.008
-0.025 -0.028 -0.021
-0.003 -0.002 0.001
0.001 0.000 -0.001
0.000 0.003 -0.001
0.000 -0.001 0.000
0.004 0.003 0.003
-0.001 0.001 0.001
0.003 -0.001 -0.001
0.003 0.000 0.001
-0.005 0.008 0.009
0.001 0.000 -0.003
0.005 0.002 0.006
-0.002 -0.004 -0.011
-0.002 -0.002 0.000
0.009 -0.004 0.014
-0.008 0.006 -0.005
0.003 -0.002 0.003
0.000 0.002 -0.011
-0.001 -0.001 0.004
0.000 -0.007 -0.005
-0.004 0.008 -0.003
0.005 -0.005 0.003
0.001 -0.003 0.002
-0.001 -0.014 -0.004
0.001 0.006 -0.002
-0.006 -0.008 0.003
-0.001 0.001 0.003
0.009 0.001 0.003
0.007 0.016 0.011
0.006 0.004 0.004
-0.018 -0.013 -0.007
0.011 0.008 0.004
-0.006 0.005 0.005
-0.001 0.011 -0.013
0.086 -0.094 -0.006
-0.006 0.003 0.020
-0.026 -0.025 0.001
-0.072 0.074 -0.083
0.161 0.007 0.154
-0.005 -0.060 -0.003
-0.200 0.181 0.118
0.260 -0.132 -0.079
0.056 -0.018 0.024
-0.114 0.024 0.025
0.066 0.009 0.019
-0.011 -0.015 -0.014
-0.001 0.000 0.008
-0.006 0.003 -0.002
-0.043 -0.024 0.010
0.058 -0.018 -0.032
0.012 -0.009 -0.005
0.070 0.004 -0.045
0.013 -0.019 -0.005
0.002 -0.001 -0.001
0.001 0.000 0.000
0.008 0.003 -0.002
-0.009 -0.006 0.002

Values from the calculation:
Molecular weight in g/mol: 1187.184
ΔE to the lowest compared entry with this formula, charge and spin in kJ/mol: 0.0
Charge: +2
Highest occupied orbital energy in hartree: -0.460
Calculated total energy in Ha: -5714.7922

Atomic partial charges in e from the Löwdin method, atoms 1 to 5:
1. Sn 0.763
2. N 0.108
3. C -0.817
4. S 0.659
5. N 0.030

***

2.
A molecular structure, C21H29Cl3CsIN5O3P2SbSe4Si. Source: the Open Molecules 2025 dataset; level of theory: ωB97M-V/def2-TZVPD.

Element x y z (Å)
Cs -0.838 -1.167 2.369
N 2.292 1.921 1.377
P 1.822 0.275 0.995
C 2.214 0.128 -0.798
C 2.289 1.195 -1.684
C 2.549 0.970 -3.031
C 2.761 -0.317 -3.500
C 2.705 -1.388 -2.614
C 2.413 -1.168 -1.278
C 3.398 -0.520 1.569
C 3.329 -1.689 2.323
C 4.490 -2.336 2.739
C 5.731 -1.817 2.406
C 5.813 -0.650 1.650
C 4.656 -0.011 1.232
C 1.262 2.856 1.237
C 1.316 4.151 1.761
C 0.273 5.009 1.474
C -0.787 4.579 0.682
C -0.765 3.275 0.228
N 0.232 2.433 0.505
H 2.880 2.031 2.187
H 2.127 2.204 -1.331
H 2.572 1.805 -3.722
H 2.950 -0.490 -4.553
H 2.886 -2.397 -2.969
H 2.336 -2.009 -0.593
H 2.364 -2.112 2.584
H 4.417 -3.245 3.322
H 6.635 -2.321 2.727
H 6.782 -0.246 1.377
H 4.719 0.884 0.622
H 2.150 4.456 2.380
H 0.280 6.018 1.869
H -1.613 5.237 0.440
H -1.565 2.875 -0.388
Se -2.917 -6.616 2.148
Sb -2.366 -4.725 0.740
Se -3.639 -2.622 1.326
Se 0.035 -3.968 0.793
Se -2.865 -4.955 -1.706
N -4.779 0.633 1.576
C -4.680 1.551 0.597
O -4.641 1.268 -0.596
C -4.658 2.993 1.101
I -4.924 4.409 -0.458
H -4.679 -0.358 1.364
H -4.639 0.896 2.539
H -3.703 3.198 1.578
H -5.452 3.163 1.821
Cl -1.134 2.325 6.590
Si -1.464 1.037 4.881
Cl -2.105 2.602 3.460
Cl 0.597 0.962 4.166
N -3.193 -0.975 -1.524
C -3.087 -1.308 -2.978
P -1.352 -0.885 -3.522
O -1.342 -0.158 -4.815
O -0.754 -0.331 -2.245
C -0.556 -2.547 -3.685
N -0.353 -3.070 -2.307
H -3.863 -0.232 -1.300
H -2.250 -0.612 -1.279
H -3.405 -1.788 -0.899
H -3.768 -0.698 -3.567
H -3.322 -2.362 -3.112
H 0.396 -2.398 -4.191
H -1.174 -3.243 -4.250
H -0.198 -2.281 -1.672
H 0.404 -3.732 -2.160
H -1.243 -3.590 -2.004

Cartesian forces, eV/Å:
-0.615 -0.454 -0.055
-0.658 0.131 -0.363
0.915 -0.007 -0.331
0.066 0.056 -0.015
-0.006 -0.050 -0.016
-0.003 0.003 -0.005
-0.022 -0.005 0.033
-0.053 0.042 0.021
-0.007 0.038 0.026
-0.049 0.104 0.115
-0.024 0.046 0.050
-0.029 0.035 -0.038
-0.008 0.013 -0.003
-0.066 0.024 -0.020
-0.006 -0.039 0.049
-0.051 -0.248 -0.131
-0.001 0.041 0.083
0.093 -0.041 0.058
-0.087 0.097 -0.018
0.203 -0.096 0.079
0.128 -0.041 -0.049
0.059 0.019 0.079
-0.017 0.011 0.023
-0.009 -0.026 0.045
0.017 0.014 0.017
-0.027 -0.011 0.010
0.030 -0.025 -0.034
0.022 0.001 -0.043
-0.012 0.006 -0.024
-0.032 0.019 -0.009
-0.020 -0.013 0.012
0.004 -0.016 -0.005
-0.007 0.022 -0.009
0.018 -0.021 0.012
0.018 -0.061 0.000
0.010 0.004 0.015
0.069 0.137 -0.114
0.077 0.500 -0.338
-0.381 -0.365 -0.011
0.094 -0.410 -0.072
-0.072 -0.054 0.118
0.067 0.170 0.048
-0.160 -0.086 -0.050
0.018 0.113 0.206
-0.035 -0.192 -0.153
0.048 -0.047 0.063
0.045 0.017 -0.106
0.050 0.066 -0.036
0.029 0.032 -0.023
0.004 -0.013 0.042
0.020 0.060 0.058
-0.355 0.172 0.352
-0.048 0.012 0.008
0.698 0.464 0.399
0.100 -0.305 -0.210
0.074 0.211 -0.061
0.054 0.138 0.448
-0.062 -0.258 -0.102
0.011 -0.065 -0.114
0.087 0.156 0.061
-0.233 0.218 -0.354
-0.179 0.068 -0.024
0.020 -0.015 0.055
0.069 0.082 -0.042
-0.108 0.030 0.107
-0.037 -0.064 0.024
0.044 -0.049 0.039
0.024 -0.074 0.022
0.059 0.054 0.120
0.028 -0.110 -0.039
0.108 -0.169 0.119

Values from the calculation:
Molecular weight in g/mol: 1293.297
ΔE to the lowest compared entry with this formula, charge and spin in kJ/mol: 65.6
Charge: -2
Highest occupied orbital energy in hartree: -0.084
Calculated total energy in Ha: -13834.2160

Atomic partial charges in e from the Löwdin method, atoms 1 to 5:
1. Cs 0.391
2. N -0.127
3. P 0.942
4. C -0.360
5. C -0.087

***

3.
2 unconnected molecules or ions with the total composition CH4Cl2PS at a distorted geometry. Source: the Open Molecules 2025 dataset; level of theory: ωB97M-V/def2-TZVPD.

Element x y z (Å)
C -0.566 -0.299 0.937
P -1.471 0.544 -0.500
S -0.703 -0.536 -2.100
Cl -0.924 2.437 -0.643
Cl -4.755 -0.948 0.961
H 0.574 -0.176 0.693
H -0.893 -1.367 0.657
H -0.675 0.047 1.866
H -1.233 0.436 -2.816

Cartesian forces, eV/Å:
1.784 -2.010 -5.914
1.638 -0.876 1.135
-0.476 0.199 0.878
-0.193 0.085 -0.019
0.087 0.031 -0.031
-2.054 -0.263 0.139
0.586 1.342 1.220
-1.253 1.137 3.585
-0.120 0.355 -0.994

Values from the calculation:
Molecular weight in g/mol: 149.990
ΔE to the lowest compared entry with this formula, charge and spin in kJ/mol: 386.4
Charge: +1
Highest occupied orbital energy (alpha / beta) in hartree: -0.576 / -0.544
Calculated total energy in Ha: -1700.0549

Atomic partial charges in e from the Löwdin method, atoms 1 to 5:
1. C -0.267
2. P 0.271
3. S 0.582
4. Cl 0.366
5. Cl 0.047

***

4.
C26H31N3O3 in the gas phase at a distorted geometry. Source: the Open Molecules 2025 dataset; level of theory: ωB97M-V/def2-TZVPD.

Element x y z (Å)
C 10.551 -1.969 0.418
H 10.810 -1.868 -0.634
H 11.185 -2.734 0.859
H 10.752 -1.022 0.915
C 9.079 -2.355 0.566
C 8.199 -1.317 -0.034
N 7.538 -1.521 -1.141
O 6.860 -0.384 -1.431
C 7.111 0.537 -0.480
C 7.959 0.001 0.443
H 8.347 0.462 1.326
C 6.440 1.866 -0.599
N 5.005 1.717 -0.665
C 4.188 2.140 0.335
O 4.603 2.773 1.286
C 2.751 1.808 0.146
C 2.316 0.647 -0.481
C 0.967 0.372 -0.614
C 0.017 1.269 -0.130
C 0.455 2.431 0.515
C 1.798 2.688 0.659
H 2.138 3.577 1.168
H -0.289 3.113 0.896
O -1.325 1.135 -0.230
C -1.897 -0.037 -0.794
C -3.345 0.306 -1.153
C -4.183 0.523 0.115
N -4.137 -0.592 1.040
C -2.766 -0.877 1.403
C -1.869 -1.204 0.201
H -2.226 -2.104 -0.302
H -0.849 -1.382 0.546
H -2.750 -1.703 2.118
H -2.369 0.013 1.902
C -4.923 -1.748 0.649
H -4.478 -2.632 1.114
C -6.374 -1.631 1.154
C -7.213 -0.698 0.331
C -7.573 -1.041 -0.967
C -8.330 -0.183 -1.743
C -8.747 1.033 -1.228
C -8.403 1.382 0.067
C -7.642 0.522 0.840
H -7.369 0.801 1.847
H -8.728 2.327 0.477
H -9.340 1.704 -1.832
H -8.601 -0.464 -2.750
H -7.260 -1.994 -1.372
H -6.346 -1.294 2.190
H -6.821 -2.628 1.125
H -4.933 -1.911 -0.438
H -5.221 0.714 -0.158
H -3.796 1.399 0.642
H -3.760 -0.511 -1.747
H -3.363 1.212 -1.758
H -1.354 -0.304 -1.714
H 0.672 -0.547 -1.098
H 3.026 -0.083 -0.845
H 4.632 1.183 -1.433
H 6.659 2.471 0.284
H 6.800 2.381 -1.498
H 8.834 -2.462 1.625
H 8.890 -3.302 0.062

Cartesian forces, eV/Å:
-0.124 -0.123 0.052
0.057 0.030 -0.071
0.114 -0.023 0.036
0.078 0.081 0.025
0.139 -0.026 -0.136
-0.389 0.293 -0.168
0.510 -1.171 0.090
-0.308 0.963 0.041
0.528 -0.190 0.643
-0.449 0.257 -0.582
0.055 0.167 0.215
0.040 -0.097 -0.086
0.136 -0.174 -0.309
0.012 -0.044 -0.185
-0.002 0.160 0.211
-0.262 -0.108 0.088
0.151 0.277 0.125
-0.403 -0.153 -0.119
0.327 0.160 0.107
-0.143 -0.142 -0.066
0.121 -0.094 -0.057
0.020 0.077 0.060
-0.085 0.088 0.042
-0.016 0.216 0.107
-0.194 -0.617 -0.471
0.212 0.099 0.340
-0.038 0.178 -0.306
-0.035 -0.040 0.169
0.246 -0.158 -0.045
-0.016 0.399 0.154
0.035 -0.057 -0.042
0.036 -0.085 -0.049
0.029 0.071 0.023
0.039 -0.090 0.064
-0.244 0.041 0.290
0.028 0.007 -0.075
0.224 -0.156 -0.211
-0.155 -0.014 0.114
0.022 0.016 0.032
-0.005 -0.028 -0.105
-0.052 0.103 -0.043
-0.044 0.102 -0.013
-0.005 -0.087 0.004
0.040 0.015 0.114
-0.023 0.076 0.031
-0.047 0.052 -0.042
-0.026 -0.023 -0.072
0.035 -0.105 -0.040
0.009 -0.078 0.019
-0.048 -0.014 0.040
0.035 -0.097 0.005
0.114 0.122 0.011
-0.103 0.062 -0.044
0.017 -0.019 -0.056
0.000 -0.012 -0.100
-0.046 0.106 0.167
-0.066 -0.063 -0.008
0.064 -0.057 -0.028
-0.090 0.118 0.091
0.047 -0.085 -0.191
-0.008 -0.008 0.173
-0.048 -0.081 -0.051
-0.049 -0.017 0.086

Values from the calculation:
Molecular weight in g/mol: 433.552
ΔE to the lowest compared entry with this formula, charge and spin in kJ/mol: 363.9
SMILES: CCc1cc(CNC(=O)c2ccc(OC3CCN(CCc4ccccc4)CC3)cc2)on1
Highest occupied orbital energy in hartree: -0.302
Calculated total energy in Ha: -1399.3192

Atomic partial charges in e from the Löwdin method, atoms 1 to 5:
1. C -0.095
2. H 0.079
3. H 0.069
4. H 0.070
5. C -0.192